[1]
An isolated molecule of C21H22ClN5O3S2 in a non-equilibrium geometry. Source: the OMol25 dataset; level of theory: the ωB97M-V functional and the def2-TZVPD basis.

The geometry in XYZ format:
```
54
Properties=species:S:1:pos:R:3:mulliken_charge:R:1
O -2.62 1.16 -2.23 -0.69
C -2.23 1.78 -1.26 0.27
N -3.09 2.45 -0.45 -0.02
H -2.77 2.96 0.35 0.28
C -4.52 2.32 -0.66 -1.03
C -4.97 0.90 -0.75 0.91
N -6.01 0.54 -1.42 -0.83
N -6.09 -0.80 -1.30 0.10
C -5.08 -1.31 -0.56 -0.02
S -4.80 -2.87 -0.17 -0.42
N -4.35 -0.19 -0.18 0.35
C -3.17 -0.27 0.58 -0.39
C -2.12 -1.05 0.11 -0.21
C -0.96 -1.18 0.85 -0.69
C -0.84 -0.53 2.07 -0.36
C -1.89 0.24 2.55 -0.75
C -3.05 0.36 1.81 0.68
Cl -4.37 1.29 2.44 -0.20
H -1.81 0.73 3.51 0.49
H 0.06 -0.63 2.66 0.52
H -0.15 -1.78 0.48 0.35
H -2.22 -1.55 -0.84 0.56
H -6.81 -1.32 -1.76 0.19
H -4.82 2.80 -1.60 0.35
H -5.03 2.82 0.17 0.42
C -0.79 1.81 -0.86 0.96
C 0.11 1.27 -1.78 -1.17
C 1.46 1.17 -1.47 -0.22
C 1.90 1.60 -0.24 -0.22
C 1.02 2.15 0.68 -0.77
C -0.32 2.26 0.37 -0.33
H -0.99 2.68 1.11 0.28
H 1.41 2.48 1.63 0.50
S 3.63 1.40 0.18 1.48
O 4.43 2.09 -0.79 -0.76
O 3.80 1.73 1.57 -0.73
N 3.78 -0.24 -0.10 0.25
C 5.11 -0.71 -0.45 -0.74
C 5.01 -2.12 -1.01 -0.63
C 4.35 -3.04 0.02 -0.91
C 2.99 -2.47 0.41 -0.67
C 3.16 -1.04 0.93 -0.20
H 2.19 -0.59 1.15 -0.02
H 3.76 -1.04 1.85 0.26
H 2.34 -2.46 -0.46 0.31
H 2.53 -3.09 1.19 0.38
H 4.23 -4.04 -0.40 0.36
H 4.99 -3.11 0.90 0.37
H 4.41 -2.10 -1.92 0.30
H 6.01 -2.48 -1.27 0.35
H 5.51 0.00 -1.18 0.43
H 5.77 -0.70 0.43 0.33
H 2.17 0.76 -2.17 0.47
H -0.27 0.93 -2.73 0.48
```

Output
Energy relative to the best compared isomer or geometry (same formula, charge and spin) in kJ/mol: 0.00
Max |F| in eV Å⁻¹: 1.03
HOMO energy in Ha: -0.294
SMILES: O=C(NCc1n[nH]c(=S)n1-c1ccccc1Cl)c1ccc(S(=O)(=O)N2CCCCC2)cc1
LUMO energy in eV: -0.21
Charge: 0

[2]
C21H22ClNPTi as an isolated structure in a non-equilibrium geometry. Source: the OMol25 dataset; level of theory: the ωB97M-V functional and the def2-TZVPD basis.

The geometry in XYZ format:
```
47
Properties=species:S:1:pos:R:3:lowdin_spin:R:1
Ti 0.04 1.47 1.37 0.90
Cl -1.96 2.06 1.95 -0.01
P -0.57 -0.28 0.03 0.02
C 0.76 -0.51 1.37 0.02
C 1.98 -1.17 1.02 0.00
C 2.89 -1.47 2.03 0.01
C 2.66 -1.07 3.37 -0.01
C 1.53 -0.34 3.71 0.00
C 0.54 -0.10 2.75 0.00
C -1.86 -1.48 0.50 0.00
C -3.08 -1.42 -0.20 0.00
C -4.13 -2.25 0.15 0.00
C -3.99 -3.15 1.22 0.00
C -2.76 -3.24 1.88 0.00
C -1.70 -2.41 1.53 0.00
C 0.03 -0.94 -1.56 0.01
C 0.22 -0.03 -2.62 0.00
C 0.63 -0.50 -3.86 0.00
C 0.88 -1.86 -4.07 0.00
C 0.70 -2.75 -3.01 0.00
C 0.28 -2.30 -1.76 0.00
H -3.19 -0.74 -1.05 0.00
H -5.07 -2.19 -0.41 0.00
H -4.84 -3.79 1.50 0.00
H -2.64 -3.96 2.69 0.00
H -0.74 -2.49 2.06 0.00
H 2.15 -1.42 -0.03 0.00
H 3.80 -2.04 1.79 0.00
H 3.38 -1.36 4.14 0.00
H 1.35 0.05 4.71 0.00
H -0.42 0.30 3.12 0.00
H 0.03 1.03 -2.46 0.00
H 0.78 0.22 -4.67 0.00
H 1.21 -2.21 -5.04 0.00
H 0.91 -3.81 -3.16 0.00
H 0.13 -3.01 -0.94 0.00
H 4.66 0.08 0.04 0.00
H 4.44 0.06 -0.70 0.00
C -0.42 6.34 -0.69 0.00
C 0.50 5.21 -1.21 0.01
C 0.48 4.02 -0.41 0.03
N 0.60 3.03 0.19 0.01
H -1.46 6.14 -0.98 0.00
H -0.13 7.29 -1.16 0.00
H -0.32 6.50 0.39 0.00
H 0.19 4.89 -2.23 0.00
H 1.53 5.59 -1.29 0.00
```

Output
Max |F| in eV Å⁻¹: 3.34
HOMO energy (spin up / spin down) in Ha: -0.543 / -0.543
LUMO energy (spin up / spin down) in eV: -8.13 / -7.91
Charge: +2
Spin multiplicity: 2

[3]
C21H22Co2NO8 as an isolated structure in a non-equilibrium geometry. Source: the OMol25 dataset; level of theory: the ωB97M-V functional and the def2-TZVPD basis.

The geometry in XYZ format:
```
54
Properties=species:S:1:pos:R:3:mulliken_charge:R:1
O -5.57 0.89 0.53 -0.42
C -4.63 0.73 1.20 0.19
Co -3.28 0.29 2.23 0.09
C -4.11 -0.88 3.22 0.18
O -4.65 -1.68 3.86 -0.42
C -2.25 -0.83 1.34 0.15
O -1.61 -1.64 0.82 -0.38
C -2.37 1.28 3.70 -0.33
C -1.06 0.81 3.90 -0.29
C -0.48 -0.11 4.70 -0.41
C 0.57 -1.03 4.33 0.86
C 0.69 -2.25 5.04 -0.74
C 1.64 -3.20 4.69 -0.43
C 2.52 -2.95 3.62 -0.69
C 2.45 -1.72 2.94 -0.37
C 1.48 -0.78 3.28 0.66
Co -1.21 2.01 2.59 0.20
C -2.25 3.01 1.51 0.38
O -2.84 3.72 0.80 -0.40
C -0.28 1.25 1.25 0.13
O 0.34 0.89 0.34 -0.44
C -0.08 3.24 3.24 -0.03
O 0.63 4.04 3.67 -0.40
H -3.01 1.66 4.50 0.51
H -0.96 -0.32 5.67 0.24
H -0.01 -2.43 5.87 0.28
H 1.71 -4.13 5.24 0.34
H 3.25 -3.69 3.33 0.37
H 3.16 -1.49 2.14 0.41
H 1.40 0.17 2.75 -0.31
C 5.54 0.95 2.03 -0.71
O 4.95 0.97 0.73 -0.34
C 3.82 1.83 0.63 0.06
C 3.46 1.91 -0.84 -0.92
N 3.34 0.61 -1.40 0.12
C 3.33 0.56 -2.83 -0.66
C 3.34 -0.88 -3.28 -0.58
O 2.46 -1.59 -2.41 -0.20
C 2.31 -2.95 -2.76 -0.80
H 6.50 0.43 1.91 0.25
H 5.72 1.95 2.45 0.29
H 4.92 0.39 2.74 0.24
H 2.96 1.39 1.18 -0.21
H 4.04 2.85 1.00 0.48
H 2.53 2.50 -0.93 0.26
H 4.26 2.43 -1.39 0.49
H 2.72 -0.04 -0.92 0.18
H 2.44 1.05 -3.25 0.29
H 4.24 1.08 -3.18 0.28
H 2.98 -0.92 -4.33 0.37
H 4.37 -1.27 -3.20 0.34
H 1.59 -3.36 -2.04 0.24
H 1.92 -3.10 -3.78 0.28
H 3.25 -3.51 -2.69 0.31
```

Output
Energy relative to the best compared isomer or geometry (same formula, charge and spin) in kJ/mol: 0.00
Max |F| in eV Å⁻¹: 5.65
HOMO energy in Ha: -0.147
LUMO energy in eV: 2.74
Charge: -1

[4]
C21H22F3N2O4PS2Sn as an isolated structure in a non-equilibrium geometry. Source: the OMol25 dataset; level of theory: the ωB97M-V functional and the def2-TZVPD basis.

The geometry in XYZ format:
```
56
Properties=species:S:1:pos:R:3:mulliken_charge:R:1
C -2.02 4.36 -0.74 -1.64
C -1.52 2.90 -0.55 0.73
C -2.48 1.81 -0.81 -0.90
C -2.09 0.42 -0.66 -0.34
C -0.71 -0.01 -0.26 0.87
C 0.25 1.07 0.01 0.62
C 1.72 0.76 0.42 -1.38
C 2.48 0.23 -0.90 0.82
C 3.28 -1.12 -0.66 -1.14
C 3.46 1.30 -1.52 -0.25
C -0.17 2.50 -0.12 0.70
C 0.84 3.66 0.21 -1.55
O 0.90 3.70 1.67 -0.34
C 1.39 4.91 2.11 0.92
F 2.59 5.24 1.55 -0.26
F 1.61 4.80 3.46 -0.25
F 0.45 5.92 1.97 -0.23
C -0.41 -1.51 -0.14 0.66
O 0.57 -1.92 0.47 -0.59
C -1.39 -2.58 -0.75 0.57
C -0.86 -4.03 -0.97 -0.97
C -0.44 -4.78 0.36 -0.49
S -1.54 -4.47 1.79 -0.13
C -0.77 -3.31 2.93 0.60
N -1.63 -2.56 3.67 -0.23
N -0.87 -1.73 4.43 -0.37
C 0.42 -2.02 4.14 -0.02
O 0.54 -3.03 3.20 -0.24
C -2.67 -2.21 -1.12 -0.04
P -3.95 -3.31 -1.89 0.20
S -4.49 -2.47 -3.60 -0.25
C -3.12 -0.72 -0.89 0.15
O -4.30 -0.48 -0.87 -0.55
H -2.07 4.63 -1.84 0.31
H -3.06 4.41 -0.34 0.43
H -1.41 5.14 -0.22 0.33
H -3.52 2.10 -1.11 0.51
H 2.29 1.64 0.80 0.65
H 1.75 -0.02 1.22 0.35
H 1.68 0.02 -1.67 0.28
H 2.66 -1.98 -1.03 0.17
H 3.47 -1.33 0.43 0.28
H 4.23 -1.12 -1.27 0.42
H 4.50 1.14 -1.13 0.54
H 3.53 1.20 -2.67 -1.00
H 3.15 2.35 -1.29 0.44
H 1.88 3.46 -0.14 -0.13
H 0.51 4.64 -0.24 0.57
H 0.09 -3.93 -1.59 0.27
H -1.53 -4.70 -1.55 0.33
H -0.32 -5.89 0.24 0.54
H 0.59 -4.40 0.63 0.16
H 1.20 -1.46 4.69 0.43
H -5.12 -3.30 -1.08 0.18
H -3.48 -4.61 -2.22 0.14
Sn 3.94 0.71 -4.56 1.11
```

Output
Max |F| in eV Å⁻¹: 3.44
HOMO energy in Ha: -0.474
LUMO energy in eV: -11.32
Charge: +2